A single C5H10N2 molecule. Source: the OMol25 dataset; level of theory: ωB97M-V/def2-TZVPD.

Properties
- E_LUMO (spin up / spin down): 0.81 / 0.88 eV
- E_tot: -305.88604 hartree
- Relative energy (zero: lowest compared OMol25 entry of this formula, charge and spin): 361.8 kJ/mol
- Charge: 0
- Gap between HOMO and LUMO (spin up / spin down): 0.2763 / 0.2824 Ha

Each line ends with the Löwdin charge.
Element x y z (Å)
C  1.1663  -1.0153  -1.7151  -0.11
C  0.0792  -1.6887  -0.9417  -0.18
N  -0.6403  -1.0117  -0.0430  -0.06
C  -1.0127  0.2670  -0.3001  -0.12
C  -0.7581  1.3920  0.6090  -0.32
C  -0.4467  1.2382  2.0494  -0.16
N  0.6058  1.6623  1.1317  0.01
H  1.4719  -0.1112  -1.1677  0.07
H  0.9370  -0.6884  -2.7375  0.07
H  2.0313  -1.6908  -1.7774  0.07
H  -0.0690  -2.7603  -1.0131  0.10
H  -0.9309  -1.4728  0.8218  0.15
H  -1.2096  0.4648  -1.3447  0.10
H  -1.2557  2.3062  0.2965  0.12
H  -0.7650  2.0063  2.7489  0.10
H  -0.4021  0.2382  2.4778  0.09
H  1.1986  0.8645  0.9051  0.07



A single C5H10N2 molecule at a distorted geometry. Source: the OMol25 dataset; level of theory: ωB97M-V/def2-TZVPD.

Properties
- SMILES: N[C@@H]1CC[C@@H]2N[C@@H]12
- E_LUMO: 1.00 eV
- E_tot: -305.72530 hartree
- Relative energy (zero: lowest compared OMol25 entry of this formula, charge and spin): 783.9 kJ/mol
- Charge: 0
- Gap between HOMO and LUMO: 0.3464 Ha

Each line ends with the Löwdin charge.
Element x y z (Å)
N  2.3141  -0.8901  -0.0990  0.02
C  0.9051  -0.4163  -0.1296  -0.42
C  0.6838  1.1171  -0.0057  -0.13
C  -0.9424  1.2198  0.1457  -0.14
C  -1.5214  -0.1092  -0.3813  -0.35
N  -1.9082  -1.2551  0.1367  0.09
C  -0.5048  -0.9508  0.3853  -0.23
H  2.3979  -0.3241  0.8428  0.11
H  2.0101  -1.9442  0.0911  0.13
H  0.3759  -0.7898  -1.1005  0.14
H  1.2082  1.5812  -0.8929  0.12
H  1.1083  1.6534  0.7731  0.07
H  -1.2254  1.4836  1.2203  0.12
H  -1.0665  2.0399  -0.6529  0.11
H  -1.1109  -0.0660  -1.3109  0.10
H  -2.1506  -1.8211  -0.6190  0.10
H  -0.5732  -0.5284  1.5968  0.17



A single C5H10N2 molecule. Source: the OMol25 dataset; level of theory: ωB97M-V/def2-TZVPD.

Properties
- E_LUMO (spin up / spin down): 0.80 / 0.88 eV
- E_tot: -305.86731 hartree
- Relative energy (zero: lowest compared OMol25 entry of this formula, charge and spin): 411.0 kJ/mol
- Charge: 0
- Gap between HOMO and LUMO (spin up / spin down): 0.2913 / 0.2940 Ha

Each line ends with the Löwdin charge.
Element x y z (Å)
C  -2.2250  -0.3896  -0.0031  -0.11
C  -1.3465  -0.1923  -1.2063  -0.17
N  -0.0848  0.2936  -1.1695  -0.07
C  0.5650  -0.7153  -0.5228  -0.14
C  1.4515  -0.4309  0.6224  -0.31
C  2.0369  0.9274  0.7908  -0.16
N  1.0218  0.4505  1.7223  0.02
H  -1.6806  -0.2332  0.9348  0.06
H  -2.6295  -1.4086  0.0298  0.07
H  -3.0975  0.2863  -0.0336  0.07
H  -1.8434  -0.2496  -2.1799  0.10
H  0.3131  1.0533  -1.7199  0.14
H  0.5434  -1.7068  -0.9574  0.10
H  2.0465  -1.2792  0.9546  0.13
H  3.0413  1.0200  1.1949  0.10
H  1.7608  1.7107  0.0854  0.09
H  0.1271  0.8635  1.4575  0.07



A molecular structure, C5H10N2 at a distorted geometry. Source: the OMol25 dataset; level of theory: ωB97M-V/def2-TZVPD.

Properties
- E_LUMO: 0.89 eV
- E_tot: -305.85600 hartree
- Relative energy (zero: lowest compared OMol25 entry of this formula, charge and spin): 440.7 kJ/mol
- Charge: 0
- Gap between HOMO and LUMO: 0.3190 Ha

Each line ends with the Löwdin charge.
Element x y z (Å)
C  1.6198  -0.1776  -0.7504  -0.16
N  0.2745  0.1864  -1.1847  -0.08
C  -0.4297  1.2572  0.9867  -0.21
N  -0.3161  2.4377  0.4057  0.10
C  -0.6540  -0.7252  -1.0769  -0.33
C  -0.6673  0.2533  1.6992  0.00
C  -0.6505  -1.8396  -0.2057  -0.09
H  0.0588  2.4289  -0.5352  0.09
H  -1.0316  3.1268  0.5899  0.11
H  -1.6186  -0.4378  -1.4974  0.11
H  2.2857  0.6696  -0.9147  0.06
H  1.6733  -0.4494  0.3121  0.07
H  2.0014  -1.0312  -1.3229  0.08
H  -0.5549  0.0193  2.7415  0.07
H  -0.7545  -0.8799  0.9687  0.08
H  0.2824  -2.3494  0.0061  0.05
H  -1.5186  -2.4892  -0.2220  0.05



A single C5H10N2 molecule at a distorted geometry. Source: the OMol25 dataset; level of theory: ωB97M-V/def2-TZVPD.

Properties
- SMILES: C=C(C)[C@@H]1N[C@@H]1N
- E_LUMO: 1.00 eV
- E_tot: -305.93160 hartree
- Relative energy (zero: lowest compared OMol25 entry of this formula, charge and spin): 242.2 kJ/mol
- Charge: 0
- Gap between HOMO and LUMO: 0.3207 Ha

Each line ends with the Löwdin charge.
Element x y z (Å)
C  1.2391  -0.9596  0.2330  -0.03
C  0.4648  -0.2822  -0.6918  -0.36
C  -0.0636  -0.9913  -1.9106  -0.06
C  -0.0863  0.9880  -0.4000  -0.19
N  0.3501  1.7074  0.7823  0.02
C  -0.8013  1.0330  1.2627  -0.31
N  -0.6007  -0.0323  2.0793  0.05
H  1.5894  -1.9544  -0.0090  0.06
H  1.9172  -0.3828  0.8504  0.07
H  -0.2955  -2.0367  -1.6957  0.08
H  -0.9779  -0.5396  -2.2981  0.07
H  0.6825  -0.9724  -2.7085  0.08
H  -0.6687  1.5102  -1.1538  0.12
H  0.2588  2.7133  0.7084  0.11
H  -1.7973  1.4671  1.1830  0.13
H  0.2311  -0.6679  1.6133  0.09
H  -1.4416  -0.6000  2.1550  0.09



A single C5H10N2 molecule at a distorted geometry. Source: the OMol25 dataset; level of theory: ωB97M-V/def2-TZVPD.

Properties
- SMILES: [H]/N=N/CC1(C)CC1
- E_LUMO: 1.13 eV
- E_tot: -305.89897 hartree
- Relative energy (zero: lowest compared OMol25 entry of this formula, charge and spin): 327.9 kJ/mol
- Charge: 0
- Gap between HOMO and LUMO: 0.3786 Ha

Each line ends with the Löwdin charge.
Element x y z (Å)
H  -3.6137  0.0048  0.8773  0.11
N  -2.7884  0.4944  0.2894  0.05
N  -2.0871  -0.4238  -0.0636  -0.10
C  -0.9831  0.0643  -0.8266  -0.18
C  0.3568  -0.0964  -0.0298  -0.49
C  0.7673  -1.4630  0.2824  -0.05
C  0.8117  1.0525  0.8773  -0.04
C  1.4657  0.8267  -0.5087  -0.07
H  -0.8492  -0.6315  -1.6631  0.13
H  -1.1169  1.0814  -1.0335  0.09
H  1.3991  -1.7643  -0.6102  0.11
H  -0.1899  -1.9826  0.4575  0.09
H  1.4934  -1.5010  0.9981  0.05
H  1.4747  0.7093  1.5431  0.05
H  0.1208  1.6929  1.2791  0.07
H  1.2923  1.4568  -1.4125  0.11
H  2.4465  0.4796  -0.4561  0.07



A single C5H10N2 molecule at a distorted geometry. Source: the OMol25 dataset; level of theory: ωB97M-V/def2-TZVPD.

Properties
- SMILES: [H]/N=C1/CCCCN1
- E_LUMO: 0.66 eV
- E_tot: -305.88225 hartree
- Relative energy (zero: lowest compared OMol25 entry of this formula, charge and spin): 371.8 kJ/mol
- Charge: 0
- Gap between HOMO and LUMO: 0.3458 Ha

Each line ends with the Löwdin charge.
Element x y z (Å)
H  3.0751  0.5524  0.8656  0.04
N  2.4069  1.0636  0.2525  0.10
C  1.2856  0.4284  0.2293  -0.58
C  0.1314  1.0810  -0.6185  -0.10
C  -0.5447  -0.1654  -1.3872  -0.19
C  -1.3846  -0.9243  -0.3608  -0.15
C  -0.7405  -0.5243  1.0050  -0.21
N  0.7333  -0.3812  1.0307  -0.02
H  -0.6525  1.6367  -0.2920  0.06
H  0.8778  1.6041  -1.3951  0.14
H  -1.0681  0.0256  -2.4489  0.15
H  0.1804  -0.6978  -1.8904  0.06
H  -2.4402  -0.7909  -0.4306  0.10
H  -1.2032  -1.9503  -0.2737  0.08
H  -1.1050  0.3823  1.6084  0.12
H  -0.7470  -1.2483  2.0018  0.15
H  1.1951  -0.0917  2.1038  0.25



A single C5H10N2 molecule at a distorted geometry. Source: the OMol25 dataset; level of theory: ωB97M-V/def2-TZVPD.

Properties
- SMILES: CC1=NN(C)CC1
- E_LUMO: 1.00 eV
- E_tot: -305.91374 hartree
- Relative energy (zero: lowest compared OMol25 entry of this formula, charge and spin): 289.1 kJ/mol
- Charge: 0
- Gap between HOMO and LUMO: 0.3512 Ha

Each line ends with the Löwdin charge.
Element x y z (Å)
C  -2.1937  0.7766  1.1385  -0.05
C  -0.8332  0.4615  0.6483  -0.40
N  -0.7229  0.6066  -0.6145  0.16
N  0.8903  0.3515  -0.9660  -0.16
C  1.0532  -0.2648  -2.2593  -0.11
C  1.2056  -0.5660  0.1789  -0.24
C  0.3792  -0.1022  1.3186  -0.14
H  -2.7669  -0.1630  1.5251  0.12
H  -2.7891  1.1171  0.3708  0.05
H  -2.2006  1.1933  2.1062  0.06
H  0.4325  0.2372  -2.8963  0.05
H  2.0626  -0.1129  -2.4327  0.06
H  0.8247  -1.3575  -2.1027  0.09
H  2.3382  -0.5568  0.2856  0.13
H  1.1012  -1.5507  -0.3437  0.10
H  0.8990  0.7928  1.8007  0.13
H  0.3201  -0.8627  2.2425  0.16